A structure of composition C24H20BBr2F2IN3OW in a non-equilibrium geometry. Source: the Open Molecules 2025 dataset; level of theory: wB97M-V/def2-TZVPD.

Properties
Max |F| (eV Å⁻¹): 1.65
DFT total energy (eV): -187828.411
Expectation value of S²: 2.0207

ORCA input file:
```
! RIJCOSX wB97M-V def2-TZVPD def2/J DEFGRID3
* xyz 3 3
W -0.3479 0.7848 0.2834
O -0.0884 1.1117 2.6670
C 1.2432 1.1436 3.2054
C 2.2108 1.0927 2.0651
C 3.5774 1.0925 2.2781
C 4.4351 1.0123 1.1923
C 3.8946 0.9455 -0.0906
C 2.5298 0.9613 -0.2312
N 1.6852 1.0298 0.8279
H -0.7145 0.9941 3.3930
H 1.4114 0.2893 3.8650
H 1.3933 2.0559 3.7876
H 3.9614 1.1495 3.2885
H 5.5072 1.0005 1.3392
H 4.5283 0.8901 -0.9644
H 2.0797 0.9075 -1.2161
Br -0.2049 -3.6471 -5.7937
C -0.2808 -2.1922 -4.6152
C -0.3533 -2.4099 -3.2420
C -0.3814 -1.3294 -2.3913
C -0.3486 -0.0155 -2.8696
C -0.2946 0.1880 -4.2556
C -0.2625 -0.8883 -5.1131
N -0.3609 1.0305 -1.9169
C -0.4344 2.2699 -2.2860
C -0.4086 3.3092 -1.2900
C -0.4450 4.6605 -1.6007
C -0.4287 5.5928 -0.5738
C -0.3761 5.1376 0.7396
C -0.3409 3.7794 0.9818
N -0.3546 2.8675 -0.0073
H -0.3946 -3.4194 -2.8562
H -0.4618 -1.4905 -1.3241
H -0.2686 1.1796 -4.6877
H -0.2212 -0.7252 -6.1813
H -0.5172 2.5478 -3.3292
H -0.4858 4.9680 -2.6376
H -0.4639 6.6527 -0.7889
H -0.3721 5.8325 1.5677
H -0.3225 3.3968 1.9925
F -3.4891 1.0441 1.4619
B -2.4035 0.8835 0.7916
F -2.5322 0.4377 -0.5083
Br -2.9817 -2.6266 0.0275
C -2.2248 -3.8830 1.2217
C -2.8955 -5.0669 1.4893
C -2.3703 -5.9687 2.4033
C -1.1834 -5.6945 3.0661
C -0.4936 -4.5171 2.8066
C -1.0297 -3.6512 1.8805
I 0.1550 -1.8644 1.4619
H -3.8276 -5.2705 0.9800
H -2.9039 -6.8883 2.6009
H -0.7795 -6.3894 3.7890
H 0.4361 -4.3012 3.3165
*
```

Atomic partial charges in e from the natural (NBO) method, atoms 1 to 8: 1.27, -0.72, -0.12, 0.23, -0.21, -0.06, -0.21, 0.04

---

A cluster of 16 separate species, C41H122N8O17 in total in a non-equilibrium geometry. Source: the Open Molecules 2025 dataset; level of theory: wB97M-V/def2-TZVPD.

Properties
Max |F| (eV Å⁻¹): 3.40
DFT total energy (eV): -91207.633

ORCA input file:
```
! RIJCOSX wB97M-V def2-TZVPD def2/J DEFGRID3
* xyz 0 1
C -8.5024 1.5958 0.3446
O -7.7105 0.9688 -0.5877
H -9.3987 1.0222 0.5806
H -7.9598 1.9985 1.1999
H -8.9209 2.4598 -0.1714
H -8.0531 1.0215 -1.4829
C 4.9268 4.4017 4.2021
O 4.8816 5.2052 3.0717
H 4.4041 4.9444 4.9897
H 4.4939 3.4244 3.9888
H 5.9661 4.2758 4.5055
H 5.7951 5.3535 2.8166
C -4.7705 5.9687 -7.1341
O -6.0239 6.5471 -7.2579
H -4.5465 5.9465 -8.2006
H -4.0946 6.6594 -6.6299
H -4.7997 4.9908 -6.6537
H -6.1345 7.3658 -6.7690
C 0.8517 1.7722 -5.6315
O 0.8199 3.2223 -5.2788
H 1.5239 1.2071 -4.9857
H -0.1011 1.2724 -5.4573
H 0.9965 1.6998 -6.7094
H 0.3260 3.6595 -5.9763
C 5.2412 -4.1054 -3.2316
O 4.9935 -5.2113 -4.0654
H 5.0035 -3.1305 -3.6573
H 4.8088 -4.2685 -2.2444
H 6.3028 -4.0929 -2.9848
H 4.2726 -4.9523 -4.6440
C -5.1347 -0.9977 3.0730
O -4.5806 -1.3494 4.2744
H -6.1808 -1.3032 3.0497
H -5.0625 0.0743 2.8896
H -4.7272 -1.5044 2.1981
H -5.1512 -1.0531 4.9874
C 0.9145 7.9906 -1.6320
O 0.3143 7.4742 -2.8151
H 0.9884 7.1351 -0.9608
H 1.8874 8.4286 -1.8554
H 0.3482 8.7946 -1.1619
H 0.8913 6.8711 -3.2894
C 1.0687 -4.6338 7.7656
C 0.9958 -3.0957 7.8409
C 2.3746 -2.4494 8.0794
O 3.0166 -3.1231 9.2417
C 4.2805 -2.6625 9.5263
N 0.4848 -2.4538 6.6626
H 1.5505 -5.0241 6.8691
H 0.0697 -5.0699 7.7708
H 1.5726 -4.8699 8.7028
H 0.1932 -2.7857 8.5101
H 2.2562 -1.3942 8.3255
H 2.9708 -2.4454 7.1669
H 4.1833 -1.6986 10.0259
H 4.9756 -2.4859 8.7054
H 4.8335 -3.3598 10.1556
H -0.3696 -2.9173 6.3884
H 0.1109 -1.5729 6.9854
C -7.4625 -1.2261 -5.6422
C -8.8658 -0.5804 -6.0066
C -10.1400 -1.4032 -5.5345
O -11.4545 -0.9023 -5.8709
C -11.6945 -1.1255 -7.2834
N -9.0482 0.7596 -5.3116
H -7.0096 -2.0231 -6.2320
H -7.2201 -1.5131 -4.6190
H -6.6584 -0.4911 -5.6769
H -8.8359 -0.6050 -7.0959
H -10.1523 -1.5471 -4.4541
H -9.9794 -2.3943 -5.9589
H -11.0796 -0.5048 -7.9351
H -12.7292 -0.8018 -7.3959
H -11.4744 -2.1488 -7.5879
H -10.0168 1.0312 -5.4018
H -8.5631 1.4086 -5.9146
C 9.8177 -3.1392 4.7194
C 9.8586 -3.2568 3.2115
C 10.2764 -4.6420 2.6415
O 9.0979 -5.5344 2.6693
C 9.2475 -6.8092 2.0582
N 8.4932 -3.0397 2.8137
H 9.2802 -2.2505 5.0501
H 10.8517 -3.0483 5.0522
H 9.5650 -4.0704 5.2266
H 10.5817 -2.5365 2.8288
H 11.1490 -5.0305 3.1667
H 10.5990 -4.4172 1.6249
H 8.4340 -7.5108 2.2426
H 10.0388 -7.4343 2.4721
H 9.3713 -6.7261 0.9784
H 8.1347 -3.9577 3.0348
H 8.6293 -3.1398 1.8180
C 2.2052 -0.5368 1.2302
C 1.4895 0.1533 0.1293
C 0.1047 -0.5480 -0.1508
O -0.5997 -0.0987 -1.4003
C -1.4686 0.9909 -1.2459
N 1.4511 1.6084 0.4511
H 3.1796 -0.0619 1.3452
H 2.3520 -1.6126 1.1336
H 1.7366 -0.3961 2.2042
H 1.9788 -0.0877 -0.8144
H -0.5226 -0.3772 0.7240
H 0.3061 -1.6074 -0.3095
H -0.8307 1.8728 -1.1876
H -2.0286 0.9631 -0.3113
H -2.2753 1.0886 -1.9723
H 1.4474 2.1871 -0.3767
H 2.3134 1.9449 0.8552
C 0.7882 -7.5888 1.7075
C -0.7101 -8.0130 1.7351
C -0.9955 -8.8443 3.0305
O -0.3922 -10.1797 2.9879
C -0.7113 -10.7176 4.2957
N -1.4968 -6.7700 1.6884
H 1.0382 -6.8358 2.4550
H 1.1117 -7.0860 0.7961
H 1.4978 -8.4096 1.8117
H -0.9088 -8.5732 0.8214
H -2.0758 -8.8267 3.1743
H -0.6097 -8.1608 3.7868
H -0.3884 -11.7585 4.3145
H -1.7768 -10.5994 4.4930
H -0.0284 -10.1874 4.9594
H -1.4045 -6.0955 2.4344
H -2.4801 -6.9691 1.5721
C 8.7792 6.8782 -2.7010
C 9.0565 5.4422 -3.0499
C 7.9851 4.5363 -2.4015
O 8.0716 4.5205 -0.9763
C 8.9254 3.5932 -0.4543
N 9.1939 5.2698 -4.4607
H 9.7400 7.3067 -2.4159
H 8.0689 7.0637 -1.8953
H 8.2451 7.4240 -3.4788
H 10.0276 5.1610 -2.6426
H 7.8887 3.5189 -2.7805
H 7.0133 5.0293 -2.4274
H 8.5109 2.6121 -0.6863
H 8.8815 3.6268 0.6343
H 9.9086 3.8608 -0.8415
H 9.2255 4.3262 -4.8192
H 10.0102 5.7743 -4.7759
C -0.2711 -6.5721 -5.0291
C -0.5745 -5.1586 -5.0321
C -0.4390 -4.3201 -6.3551
O 0.8755 -4.3000 -6.7411
C 1.0887 -3.8631 -8.0726
N -1.8962 -4.8497 -4.5224
H 0.7520 -6.9361 -4.9346
H -0.6944 -7.1196 -5.8712
H -0.7590 -6.8908 -4.1080
H 0.1510 -4.9059 -4.2588
H -0.6812 -3.2676 -6.2080
H -1.0942 -4.7194 -7.1293
H 2.1775 -3.8608 -8.1246
H 0.7724 -2.8534 -8.3345
H 0.7274 -4.4855 -8.8913
H -1.9421 -3.8630 -4.3114
H -1.8633 -5.2150 -3.5814
C -8.8151 8.3704 1.8139
C -7.8953 7.3143 2.2951
C -6.5118 7.3954 1.7225
O -6.5481 7.4375 0.3103
C -5.3531 7.0684 -0.3703
N -7.9205 7.2148 3.7527
H -8.2015 9.2601 1.6727
H -9.7123 8.6042 2.3872
H -9.2414 8.1498 0.8353
H -8.3581 6.3451 2.1098
H -6.0026 6.5717 2.2229
H -6.0346 8.2809 2.1422
H -5.3379 6.2900 -1.1332
H -4.5453 6.8159 0.3166
H -4.8606 7.8910 -0.8888
H -8.5295 6.4263 3.9189
H -7.0421 6.9630 4.1830
C -1.7047 5.2160 4.0786
C -2.5641 5.8034 5.1364
O -3.5998 4.8338 5.5506
O -0.8068 4.2888 4.5550
H -1.3160 6.0329 3.4705
H -2.3599 4.6483 3.4178
H -3.0416 6.7229 4.7979
H -1.9762 6.1253 5.9959
H -3.2005 4.1995 6.1505
H -0.3867 3.9693 3.7532
*
```

Atomic partial charges in e from the Mulliken method, atoms 1 to 8: -0.55, -0.49, 0.27, 0.21, 0.26, 0.30, -0.50, -0.47

---

An isolated molecule of C10H13NO4S2 in a non-equilibrium geometry. Source: the Open Molecules 2025 dataset; level of theory: wB97M-V/def2-TZVPD.

Properties
Max |F| (eV Å⁻¹): 1.12
DFT total energy (eV): -41931.422
SMILES string: O=C(O)C1CCN(S(=O)(=O)c2cccs2)CC1

ORCA input file:
```
! RIJCOSX wB97M-V def2-TZVPD def2/J DEFGRID3
* xyz 0 1
O 3.8327 0.5579 0.8073
C 3.2115 1.0876 -0.0721
O 3.7766 1.9140 -0.9590
C 1.7283 0.9184 -0.3429
C 1.0364 0.1355 0.7846
C 0.7792 -1.3094 0.3641
N -0.0480 -1.3886 -0.8212
S -1.6219 -1.8439 -0.5843
O -2.2557 -1.8691 -1.8652
O -1.6257 -3.0139 0.2374
C -2.3562 -0.5427 0.3832
C -2.6057 -0.5672 1.7208
C -3.1588 0.6449 2.1878
C -3.3127 1.5605 1.1947
S -2.7932 0.9582 -0.3321
C 0.1567 -0.3571 -1.8202
C 1.5629 0.2124 -1.7023
H 4.7282 1.9988 -0.7876
H 1.3024 1.9232 -0.4201
H 0.0905 0.6134 1.0441
H 1.6760 0.1377 1.6684
H 0.2586 -1.8643 1.1449
H 1.7315 -1.8131 0.1709
H -2.4074 -1.4314 2.3270
H -3.4303 0.8211 3.2125
H -3.7029 2.5561 1.2657
H -0.5771 0.4534 -1.7024
H -0.0051 -0.8118 -2.8000
H 2.2835 -0.6012 -1.7940
H 1.7455 0.9205 -2.5098
*
```

Atomic partial charges in e from the natural (NBO) method, atoms 1 to 8: -0.59, 0.80, -0.69, -0.33, -0.43, -0.23, -0.67, 2.36

---

The lowest DFT total energy belongs to which entry? C24H20BBr2F2IN3OW

---

Which formula does entry 1 have? C24H20BBr2F2IN3OW

---

Which of these has the highest DFT total energy? C10H13NO4S2

---

What is the formula in the third record? C10H13NO4S2